(1)
23
Properties=species:S:1:pos:R:3:forces:R:3 method="wB97M-V/def2-TZVPD" max_force_ev_per_a=4.87 multiplicity=1 mol_weight_g_mol=136.183 gap_ev=10.32 charge=+1
C 1.4553 -1.0765 -0.0147 1.288 4.543 -1.198
C -2.9876 -0.9097 -0.8706 -1.360 -0.262 -1.081
N 0.4495 -0.2168 0.0082 -3.908 -2.069 -0.030
N 1.4937 -2.3701 -0.0754 0.030 -4.333 -0.718
N 2.6600 -0.4149 -0.1399 1.060 -0.299 0.683
N -1.8247 -1.4342 -0.8946 0.492 -2.254 -1.358
N 2.1510 2.1484 0.4439 -2.327 1.304 2.627
N -3.3102 0.1270 -0.0597 -0.969 0.754 -0.853
N -2.4449 0.6404 0.9006 -0.239 0.180 0.107
H 0.6501 0.6903 -0.3309 0.940 0.934 0.110
H -3.8638 -1.2571 -1.5010 1.070 0.445 0.646
H 2.3835 -2.7297 -0.4469 -0.587 0.224 0.715
H 0.7748 -3.1384 -0.1406 0.481 2.181 0.256
H 2.7994 0.5799 0.2443 -1.063 -2.709 -1.612
H 3.5061 -0.9633 -0.2730 -0.382 0.144 0.258
H -0.6526 -0.5083 -0.2731 2.734 -0.880 0.526
H -1.7222 -2.3112 -1.5658 -0.578 2.598 1.847
H 2.5875 2.8954 -0.0794 -0.040 0.351 0.313
H 2.8323 1.7327 1.0466 1.179 0.433 0.553
H -4.0053 0.8120 -0.4133 0.563 -1.032 0.665
H -2.2046 -0.1041 1.5262 -0.045 -0.373 0.540
H -1.5798 0.9534 0.5070 0.352 0.399 -0.384
H 1.5179 2.5188 1.2697 1.313 -0.282 -2.613

---

(2)
26
Properties=species:S:1:pos:R:3:forces:R:3 method="wB97M-V/def2-TZVPD" max_force_ev_per_a=5.16 multiplicity=1 smiles=Cc1ccccc1.CCC mol_weight_g_mol=136.238 gap_ev=10.14
C -1.4588 3.2007 2.5095 2.025 -0.115 -4.744
C -0.4675 2.1773 1.8012 -2.030 -0.410 2.058
C 0.1551 2.4614 0.6449 2.068 -0.611 -1.560
C 0.8578 1.4714 -0.1196 -0.364 -0.607 0.879
C 0.9799 0.1732 0.4037 -1.633 -1.097 0.252
C 0.4450 -0.1566 1.7386 1.429 3.731 -1.259
C -0.1920 0.9237 2.3699 -1.190 -1.629 2.683
H -1.9734 3.7986 1.6986 1.411 0.122 0.505
H -0.9026 3.7816 3.1652 0.476 1.286 1.415
H -2.3427 2.8269 2.8346 -2.033 -2.082 2.079
H 0.3453 3.4842 0.4489 -0.553 1.022 -0.973
H 1.2838 1.7116 -1.1146 -0.345 -0.130 0.847
H 1.2149 -0.6944 -0.2678 0.564 1.226 0.825
H 0.9222 -0.8585 2.4036 -0.519 -0.949 -0.424
H -0.5446 0.7498 3.4944 0.692 0.404 -2.504
C -1.1637 -3.3842 -2.8851 -3.271 -1.358 -0.428
C 0.0298 -2.4344 -2.9926 -1.379 1.386 1.587
C 1.2131 -2.9360 -2.1221 -1.458 0.020 2.017
H -1.3391 -4.1568 -3.7062 0.902 1.006 0.612
H -2.2118 -2.8189 -2.9525 2.227 -1.020 0.508
H -1.1763 -4.0797 -1.9527 0.122 1.692 -1.240
H 0.2995 -2.1326 -4.0065 0.060 -0.607 -0.054
H -0.3890 -1.4097 -2.5607 1.137 -1.950 -0.613
H 2.1175 -2.9170 -2.6742 1.117 0.454 -0.116
H 1.1703 -2.2536 -1.1902 0.857 -1.347 -1.497
H 1.1336 -4.0098 -1.7109 -0.312 1.564 -0.856

---

(3)
17
Properties=species:S:1:pos:R:3:forces:R:3 method="wB97M-V/def2-TZVPD" max_force_ev_per_a=1.16 multiplicity=1 smiles="NC(=O)NCCC[O-]" mol_weight_g_mol=117.128 gap_ev=5.96 charge=-1
N -0.6260 -1.3989 1.5001 -0.098 0.105 0.355
C -0.7825 -1.8675 0.2287 -0.186 0.129 -0.192
O -0.8142 -3.0678 -0.0231 0.191 -0.070 0.002
N -0.9239 -0.9113 -0.7430 0.293 -0.437 -0.313
C -0.5989 0.5193 -0.5739 0.328 -0.736 0.279
C 0.8640 0.8690 -0.2975 -1.065 0.420 -0.180
C 1.0588 2.4134 -0.4380 0.609 0.033 0.936
O 2.0704 2.8962 0.2969 0.086 -0.031 -0.166
H -0.6088 -2.0824 2.2335 -0.131 -0.045 -0.041
H -0.8883 -0.4576 1.7316 0.202 0.014 0.017
H -0.6955 -1.3389 -1.6349 -0.195 0.315 0.125
H -1.2414 0.8671 0.2363 -0.066 0.380 -0.088
H -0.9105 0.9963 -1.4956 -0.213 0.253 -0.103
H 1.1362 0.5706 0.7193 0.319 -0.052 -0.326
H 1.4533 0.4174 -1.0879 0.475 -0.491 0.240
H 1.1927 2.5555 -1.5423 -0.337 0.238 -0.169
H 0.0802 2.8818 -0.1341 -0.213 -0.026 -0.376

---

(4)
55
Properties=species:S:1:pos:R:3:forces:R:3 method="wB97M-V/def2-TZVPD" max_force_ev_per_a=1.27 multiplicity=1 mol_weight_g_mol=569.291 gap_ev="6.68 / 6.84"
Pd -0.0431 -0.1196 0.2490 0.125 -0.317 -1.222
C 2.0087 1.6994 -1.6490 0.012 -0.015 -0.118
C 2.6277 0.8495 -0.5601 0.145 0.064 -0.084
N 1.9670 -0.4597 -0.3279 -0.784 0.266 0.458
C 2.6723 -1.1167 0.8055 0.243 0.013 -0.005
C 2.0680 -2.4097 1.3084 -0.035 -0.192 -0.026
C 1.9402 -1.3170 -1.5359 0.392 -0.211 -0.232
C 0.6964 -1.1703 -2.3828 -0.125 0.168 -0.007
N -0.4395 -0.8830 -1.5255 -0.799 -0.245 -0.421
C -1.7073 -0.7901 -2.0821 1.112 -0.016 0.598
C -2.7563 -0.3629 -1.2706 -0.350 0.117 0.003
F -2.4709 0.0178 0.0032 0.368 0.050 0.344
C -4.0634 -0.2843 -1.6848 0.054 0.049 0.190
F -4.9765 0.1429 -0.8042 -0.059 -0.020 -0.101
C -4.4234 -0.6258 -2.9708 -0.273 0.050 -0.028
C -3.4068 -1.0356 -3.8019 0.193 -0.063 -0.105
F -3.6803 -1.3809 -5.0680 -0.028 0.020 0.036
C -2.0881 -1.1134 -3.3894 -0.097 -0.088 -0.234
F -1.1842 -1.5422 -4.2957 -0.015 0.012 -0.008
H 2.4557 2.6927 -1.6124 0.007 -0.010 0.001
H 0.9360 1.8099 -1.5045 -0.095 0.022 0.060
H 2.1825 1.2972 -2.6477 0.014 -0.013 0.030
H 2.5921 1.3801 0.3873 -0.051 0.028 0.012
H 3.6796 0.6478 -0.7982 -0.003 -0.040 -0.002
H 2.6975 -0.3792 1.6052 -0.068 0.031 0.034
H 3.7111 -1.2909 0.4975 -0.001 0.056 -0.032
H 0.9907 -2.3334 1.4320 -0.094 0.071 0.037
H 2.4899 -2.6321 2.2900 0.010 0.010 -0.059
H 2.2883 -3.2575 0.6583 -0.013 0.027 0.019
H 2.0441 -2.3487 -1.2105 -0.116 0.010 0.082
H 2.8132 -1.0881 -2.1574 0.104 -0.041 0.130
H 0.5462 -2.1086 -2.9167 0.049 -0.047 -0.051
H 0.8339 -0.3986 -3.1447 0.009 0.085 0.004
H -5.4478 -0.5646 -3.3097 0.060 -0.011 0.009
C -1.5995 -0.5293 6.9344 -0.049 -0.002 0.000
C -2.3327 0.3219 5.9346 -0.051 -0.067 0.084
C -3.7131 0.4179 5.9229 -0.067 -0.039 0.085
C -4.3635 1.2036 4.9807 -0.076 -0.032 0.055
Cl -6.1083 1.3007 5.0001 0.134 -0.014 0.003
C -3.6492 1.9022 4.0340 0.093 0.052 -0.097
C -2.2585 1.8162 4.0256 -0.147 0.003 0.042
C -1.6141 1.0341 4.9721 0.200 0.023 -0.121
O -0.2567 0.8920 5.0483 0.058 0.019 -0.068
C 0.5125 1.4923 4.0324 -0.046 -0.053 0.152
C 0.3131 0.8823 2.6595 -0.173 -0.184 -0.097
O -0.1417 -0.2805 2.5391 0.175 0.311 0.359
O 0.6469 1.5793 1.6615 0.070 0.015 0.297
H -2.3001 -1.0081 7.6181 0.008 0.017 -0.017
H -0.8929 0.0641 7.5178 -0.037 0.015 -0.024
H -1.0161 -1.3044 6.4337 -0.027 0.029 -0.025
H -4.2951 -0.1274 6.6564 0.016 0.020 -0.025
H -4.1642 2.5062 3.2986 0.021 -0.018 0.021
H -1.7066 2.3603 3.2710 -0.026 -0.016 0.018
H 1.5543 1.3316 4.3067 0.043 0.014 0.068
H 0.3415 2.5669 3.9773 -0.009 0.089 -0.017

---

(5)
16
Properties=species:S:1:pos:R:3:forces:R:3 method="wB97M-V/def2-TZVPD" max_force_ev_per_a=0.19 multiplicity=1 smiles="C=CC=C.C=C" mol_weight_g_mol=82.146 gap_ev=10.18
C -0.3044 0.5646 1.9811 0.112 -0.104 -0.028
C 0.6594 -0.2797 1.6108 -0.123 0.133 0.039
C 0.4175 -1.5760 0.9522 -0.155 -0.060 -0.084
C -0.5693 -1.8023 0.0840 0.104 0.020 0.090
H -1.3546 0.3156 1.8456 0.157 0.027 0.006
H -0.0789 1.5205 2.4453 0.005 -0.147 -0.068
H 1.6996 -0.0218 1.8108 -0.148 -0.031 -0.017
H 1.1064 -2.3837 1.1998 -0.100 0.115 -0.036
H -0.7283 -2.7854 -0.3503 0.054 0.137 0.065
H -1.2345 -1.0025 -0.2341 0.098 -0.126 0.072
C 0.1703 0.6802 -2.2287 -0.008 0.137 0.073
C -0.0387 1.8073 -1.5575 0.019 -0.124 -0.069
H -0.3835 0.4395 -3.1335 0.068 0.067 0.129
H 0.8995 -0.0538 -1.8946 -0.107 0.130 -0.039
H -0.7746 2.5401 -1.8808 0.107 -0.120 0.015
H 0.5141 2.0373 -0.6499 -0.083 -0.052 -0.147

---

(6)
12
Properties=species:S:1:pos:R:3:forces:R:3 method="wB97M-V/def2-TZVPD" max_force_ev_per_a=3.20 multiplicity=1 smiles="O=C1NNC(=O)NN1" mol_weight_g_mol=116.080 gap_ev=10.22
O 1.1200 2.2028 0.9460 0.715 1.234 0.735
C 0.6853 1.2011 0.4776 -0.242 -2.124 0.410
N 1.0434 -0.0778 0.8925 0.203 -0.159 0.561
N 0.2576 -1.2023 0.5444 -0.548 -0.371 -0.464
C -0.6282 -1.1780 -0.5209 0.718 -1.249 0.114
O -0.9580 -2.1903 -1.1242 0.043 0.792 0.650
N -1.0980 0.0490 -0.7805 0.411 2.424 0.521
N -0.1851 1.2086 -0.5683 -2.840 0.480 -1.383
H 1.2649 -0.1881 1.8767 0.117 0.731 -0.233
H 0.8192 -2.0131 0.4309 0.690 -0.648 0.060
H -1.5501 0.1081 -1.6624 -0.184 0.181 -0.776
H -0.7711 2.0800 -0.5118 0.916 -1.289 -0.195

---

(7)
15
Properties=species:S:1:pos:R:3:forces:R:3 method="wB97M-V/def2-TZVPD" max_force_ev_per_a=2.76 multiplicity=1 mol_weight_g_mol=194.039 gap_ev=10.15
F -0.2271 2.3484 0.5326 1.224 -0.007 0.615
C -1.1715 1.5496 0.0813 -2.681 -0.391 -0.544
F -0.8357 1.1526 -1.2122 -0.151 0.459 0.513
P -1.5047 -0.1787 0.9303 1.602 1.689 0.885
O 0.1499 -0.5540 0.9624 -0.548 0.088 -0.070
C 0.6960 -1.0422 -0.1744 0.691 -1.219 -0.157
C 1.9664 -0.8092 -0.5155 -0.411 -0.204 -0.300
C 2.9116 0.1140 0.1371 -0.173 1.384 0.948
F 3.0901 -0.0751 1.4585 -0.263 -0.309 0.115
F 2.5404 1.4143 0.0077 -0.258 -0.069 -0.019
F 4.1211 0.0471 -0.4071 0.640 -0.428 -0.529
H -2.0980 2.2086 0.0604 0.691 -1.049 -0.336
H -1.4303 0.3334 2.3116 -0.276 -0.349 -1.063
H 0.0970 -1.8168 -0.7020 0.332 0.829 0.108
H 2.4277 -1.2271 -1.3947 -0.418 -0.425 -0.165

---

(8)
21
Properties=species:S:1:pos:R:3:forces:R:3 method="wB97M-V/def2-TZVPD" max_force_ev_per_a=5.59 multiplicity=1 smiles="CN([SiH3])[SiH3].CN=[SiH2]" mol_weight_g_mol=150.406 gap_ev=9.18
C -1.8310 1.3763 -0.5587 -4.633 -1.088 2.938
N -0.4770 1.1657 -0.3965 2.391 -0.449 -0.358
Si 0.4146 2.1460 0.6564 -1.619 0.844 0.985
Si 0.0487 0.0391 -1.6152 0.307 2.132 -0.242
H -2.4403 0.4438 0.0257 1.112 2.402 -1.527
H -2.2106 2.3251 -0.1002 0.355 -0.750 -0.100
H -2.2375 1.4098 -1.5525 0.188 -0.204 -0.901
H -0.6002 2.6082 1.6886 0.489 -0.132 -0.360
H 1.1340 3.3163 0.2343 0.145 0.846 -0.818
H 1.4564 1.4752 1.3065 1.293 -1.193 0.683
H -1.0049 -1.0014 -1.5680 0.477 -0.256 -0.329
H 1.5252 -0.2158 -1.3174 -0.868 -0.297 -0.454
H -0.1791 1.0608 -2.8035 0.463 -1.586 0.376
C 0.2179 -3.2193 0.0961 -1.962 2.172 2.476
N 0.3542 -2.0995 1.0416 0.257 -0.968 -0.886
Si 1.0814 -1.1700 2.0400 -0.421 2.594 1.094
H 0.2316 -2.7316 -0.8615 0.056 -0.512 -0.752
H 1.0166 -3.9085 0.2676 0.058 -0.924 -0.325
H -0.8545 -3.5145 0.3662 1.619 -0.726 -1.036
H 2.5096 -0.8449 2.4893 -0.569 -0.603 -0.300
H 0.1675 -0.0099 2.5820 0.861 -1.303 -0.164